Molecular formula: C3H4INS
Method: DFT, wB97M-V/def2-TZVPD

Geometry as XYZ:
```
10
Properties=species:S:1:pos:R:3:forces:R:3:nbo_charge:R:1
C 0.82283 -0.82654 -0.25377 -0.9 -0.7 -0.2 -0.36
S -0.10079 -0.49102 -1.62252 0.1 0.3 0.3 0.39
N -0.06393 1.17948 0.44996 0.4 0.5 0.9 -0.36
H -0.52883 1.92183 -1.42249 0.0 0.0 -0.1 0.24
H -1.79486 0.95823 -0.63343 0.0 0.0 0.0 0.24
C 0.70353 0.18823 0.72539 0.0 0.5 0.4 0.02
H 1.22883 0.15819 1.66505 0.1 -0.1 0.1 0.23
I -0.99546 -2.46259 2.05063 0.4 0.3 -0.5 -0.32
H 1.44211 -1.69809 -0.19201 0.2 -0.2 0.0 0.26
C -0.71342 1.07229 -0.76681 -0.5 -0.6 -1.0 -0.34
```
Forces are in eV/Å.

HOMO-LUMO gap (alpha / beta), eV: 5.109 / 7.568
Charge: 0
HOMO energy (alpha / beta), eV: -7.78 / -9.05
E, eV: -23600.06924
2S+1: 1
Relative energy (zero: lowest compared OMol25 entry of this formula, charge and spin), kcal per mole: 22.2

---

Molecular formula: C4H6O2
Method: DFT, wB97M-V/def2-TZVPD

Geometry as XYZ:
```
12
Properties=species:S:1:pos:R:3:forces:R:3:nbo_charge:R:1
H -1.60323 -0.96187 0.06499 0.1 0.0 0.1 0.19
C -0.68207 -1.39250 0.45578 -0.2 -0.1 0.1 -0.11
H -0.79415 -2.31624 1.02168 0.0 0.2 -0.1 0.19
H -0.17106 -0.06211 -1.67156 0.0 0.1 -0.1 0.50
C 0.48698 0.93980 0.45632 -0.1 0.0 -0.2 -0.39
H 0.87916 1.57101 1.24656 -0.1 -0.1 -0.1 0.22
H 1.18669 -0.87451 1.45168 -0.1 0.0 -0.1 0.20
C 0.48002 -0.52459 0.69887 0.1 0.1 0.2 0.03
O -0.36952 0.88829 -1.78376 0.1 -0.2 0.0 -0.68
H 0.09019 2.59874 -0.80461 0.0 -0.2 0.1 0.18
O 0.41595 -1.38462 -0.45586 0.1 -0.1 -0.2 -0.52
C 0.08104 1.51859 -0.68009 0.1 0.2 0.3 0.19
```
Forces are in eV/Å.

HOMO-LUMO gap, eV: 9.811
Charge: 0
SMILES string: O/C=C\[C@H]1CO1
HOMO energy, eV: -8.78
E, eV: -8338.33421
2S+1: 1
Relative energy (zero: lowest compared OMol25 entry of this formula, charge and spin), kcal per mole: 49.0

---

Molecular formula: C6H7N
Method: DFT, wB97M-V/def2-TZVPD

Geometry as XYZ:
```
14
Properties=species:S:1:pos:R:3:forces:R:3:nbo_charge:R:1
C 2.58462 0.80444 0.51397 -0.2 2.2 -0.4 0.17
N 2.32209 -0.28222 0.14343 -0.7 -2.6 0.1 -0.37
C -0.80966 0.22706 -0.34914 -0.3 -0.2 0.0 -0.14
H 1.37435 -1.27346 -1.49335 -0.6 1.5 2.0 0.22
H -0.40816 -2.14498 -0.14637 -0.7 1.7 0.2 0.20
C 0.33240 0.72780 -0.79175 0.3 -1.0 -0.3 0.01
H -2.59255 1.53621 -0.52610 0.5 -0.2 -0.8 0.23
C 1.09216 -0.61014 -0.54897 1.2 -0.4 -2.4 -0.12
H -2.83480 -0.06616 -0.06241 -2.1 -2.4 0.4 0.22
H -2.01673 1.15642 0.92662 -0.5 -0.2 1.7 0.23
C -0.20441 -1.06173 0.18546 1.6 -2.0 -2.0 -0.42
C -2.14939 0.67683 -0.00911 0.9 3.2 -0.6 -0.65
H 3.32264 1.43184 0.93907 0.7 0.1 0.6 0.20
H -0.01254 -1.12190 1.21868 -0.1 0.3 1.5 0.21
```
Forces are in eV/Å.

HOMO-LUMO gap (alpha / beta), eV: 6.730 / 8.865
Charge: 0
HOMO energy (alpha / beta), eV: -7.27 / -8.55
E, eV: -7818.23363
2S+1: 1
Relative energy (zero: lowest compared OMol25 entry of this formula, charge and spin), kcal per mole: 171.0